[1]
This record from OMol25 describes a 8-piece molecular cluster, C39H51F7O25SSi overall in a non-equilibrium geometry. The level of theory is ωB97M-V with the def2-TZVPD basis set.

spin multiplicity	1
SMILES	C[Si](C)(CCCCCCCC[C@H]1COS(=O)(=O)O1)c1ccccc1.O=C1OC[C@@H](F)O1.O=C1OC[C@@H](F)O1.O=C1OC[C@@H](F)O1.O=C1OC[C@@H](F)O1.O=C1OC[C@@H](F)O1.O=C1OC[C@@H](F)O1.O=C1OC[C@@H](F)O1
total charge	0

Atoms and positions in Å:
C  0.078  0.500  -2.057
Si  -1.491  0.420  -3.236
C  -2.339  2.189  -3.284
C  -1.080  -0.177  -5.019
C  -0.267  0.949  -5.939
C  1.063  1.491  -5.152
C  2.310  1.948  -6.112
C  3.399  2.721  -5.106
C  3.898  1.782  -3.857
C  4.958  2.530  -2.830
C  4.216  3.022  -1.415
C  3.374  4.432  -1.597
C  3.425  5.566  -0.414
O  2.689  6.709  -1.048
S  2.675  6.516  -2.771
O  1.267  6.006  -3.244
O  3.192  7.856  -3.417
O  3.787  5.221  -2.801
C  -2.712  -0.819  -2.323
C  -3.871  -0.150  -1.343
C  -4.947  -1.066  -0.464
C  -4.808  -2.723  -0.594
C  -3.674  -3.414  -1.597
C  -2.605  -2.468  -2.468
H  0.814  -0.329  -2.496
H  0.658  1.524  -2.189
H  -0.178  0.238  -0.945
H  -2.181  2.780  -2.276
H  -3.489  2.132  -3.507
H  -1.861  2.828  -4.162
H  -2.117  -0.397  -5.569
H  -0.465  -1.171  -4.929
H  0.076  0.384  -6.920
H  -0.992  1.840  -6.247
H  1.460  0.574  -4.500
H  0.767  2.396  -4.472
H  2.010  2.626  -7.018
H  2.887  0.979  -6.496
H  2.804  3.636  -4.627
H  4.366  3.079  -5.688
H  4.424  0.800  -4.272
H  3.016  1.387  -3.164
H  5.579  3.391  -3.325
H  5.722  1.683  -2.493
H  3.554  2.150  -0.939
H  5.063  3.242  -0.622
H  2.271  4.056  -1.711
H  4.484  6.054  -0.257
H  3.046  5.312  0.666
H  -3.940  1.034  -1.241
H  -5.766  -0.613  0.248
H  -5.517  -3.421  0.028
H  -3.612  -4.589  -1.671
H  -1.769  -2.904  -3.163
C  10.161  0.761  -2.659
C  9.133  1.047  -3.700
O  7.925  1.068  -2.973
C  8.272  1.478  -1.721
O  7.477  1.880  -0.888
O  9.621  1.390  -1.514
F  9.069  0.043  -4.603
H  10.278  -0.310  -2.463
H  11.138  1.180  -2.913
H  9.269  2.004  -4.214
C  -4.780  -1.311  3.708
C  -4.154  -2.352  4.572
O  -5.067  -3.424  4.510
C  -5.662  -3.313  3.290
O  -6.304  -4.204  2.758
O  -5.445  -2.084  2.729
F  -4.076  -1.932  5.854
H  -5.512  -0.699  4.246
H  -4.040  -0.651  3.249
H  -3.169  -2.687  4.229
C  -4.380  3.589  1.444
C  -5.425  2.838  2.196
O  -4.918  1.524  2.242
C  -3.563  1.665  2.216
O  -2.777  0.782  2.514
O  -3.192  2.922  1.821
F  -6.592  2.821  1.513
H  -4.506  3.518  0.358
H  -4.343  4.645  1.725
H  -5.595  3.204  3.214
C  4.203  -3.365  -5.285
C  4.484  -1.944  -5.638
O  3.301  -1.273  -5.268
C  2.787  -2.001  -4.237
O  1.925  -1.596  -3.475
O  3.362  -3.240  -4.155
F  4.654  -1.803  -6.972
H  3.670  -3.901  -6.077
H  5.113  -3.919  -5.037
H  5.336  -1.509  -5.105
C  -8.421  -1.737  0.427
C  -9.621  -1.178  1.112
O  -9.889  0.005  0.395
C  -9.436  -0.235  -0.868
O  -9.732  0.437  -1.841
O  -8.614  -1.328  -0.912
F  -9.336  -0.846  2.391
H  -7.483  -1.314  0.804
H  -8.369  -2.826  0.501
H  -10.499  -1.833  1.084
C  -2.016  -1.271  8.733
C  -1.099  -1.962  7.783
O  0.061  -2.188  8.550
C  -0.380  -2.306  9.834
O  0.283  -2.774  10.745
O  -1.659  -1.843  9.975
F  -0.776  -1.153  6.750
H  -1.850  -0.189  8.771
H  -3.069  -1.456  8.505
H  -1.482  -2.916  7.405
C  3.355  -4.329  8.760
C  2.310  -5.079  9.512
O  2.817  -6.393  9.559
C  4.172  -6.252  9.532
O  4.958  -7.135  9.831
O  4.543  -4.996  9.138
F  1.143  -5.096  8.829
H  3.229  -4.399  7.675
H  3.392  -3.273  9.041
H  2.140  -4.713  10.531

[2]
This record from OMol25 describes C39H51N6O2P2PbS2Si2 as an isolated structure in a non-equilibrium geometry. The level of theory is ωB97M-V with the def2-TZVPD basis set.

spin multiplicity	1
total charge	-1
energy above the lowest of the compared OMol25 structures with the same formula, charge and spin	0.409	eV

Atoms and positions in Å:
Pb  -0.325  -0.659  -0.211
C  1.445  3.257  -3.503
Si  0.688  1.554  -3.086
C  -1.156  1.656  -3.494
C  1.311  0.201  -4.267
N  0.917  1.183  -1.424
P  2.288  1.070  -0.525
C  2.207  -0.025  0.769
P  1.334  0.379  2.169
N  -0.256  0.692  2.027
Si  -1.542  1.008  3.102
C  -1.225  0.721  4.953
C  -3.035  -0.060  2.613
C  -2.156  2.820  3.012
C  2.154  1.645  3.221
C  1.548  2.809  3.669
C  2.274  3.756  4.380
C  3.616  3.545  4.649
C  4.233  2.378  4.209
C  3.507  1.440  3.496
C  1.594  -1.102  3.237
C  1.552  -1.038  4.628
C  1.706  -2.183  5.397
C  1.921  -3.407  4.781
C  1.990  -3.479  3.396
C  1.824  -2.335  2.630
C  3.681  0.447  -1.562
C  4.131  1.101  -2.708
C  5.202  0.604  -3.435
C  5.844  -0.557  -3.028
C  5.399  -1.223  -1.895
C  4.325  -0.724  -1.171
C  2.876  2.769  -0.126
C  2.004  3.611  0.563
C  2.399  4.871  0.976
C  3.689  5.313  0.722
C  4.583  4.469  0.081
C  4.185  3.205  -0.330
H  2.096  3.228  -4.381
H  0.664  3.996  -3.693
H  2.033  3.616  -2.655
H  -1.295  1.769  -4.573
H  -1.668  0.743  -3.185
H  -1.641  2.504  -3.005
H  1.205  0.491  -5.316
H  2.352  -0.069  -4.094
H  0.708  -0.697  -4.104
H  -0.929  -0.313  5.141
H  -0.429  1.371  5.327
H  -2.124  0.923  5.541
H  -3.232  -0.852  3.340
H  -3.942  0.543  2.522
H  -2.857  -0.538  1.648
H  -1.364  3.536  2.775
H  -2.938  2.923  2.257
H  -2.592  3.121  3.969
H  0.493  2.961  3.470
H  1.786  4.661  4.723
H  4.183  4.287  5.199
H  5.279  2.203  4.428
H  3.976  0.532  3.135
H  1.402  -0.079  5.110
H  1.669  -2.118  6.478
H  2.033  -4.307  5.375
H  2.178  -4.429  2.910
H  1.858  -2.380  1.551
H  3.639  2.012  -3.031
H  5.542  1.126  -4.322
H  6.683  -0.942  -3.594
H  5.895  -2.130  -1.570
H  3.969  -1.212  -0.271
H  1.005  3.257  0.788
H  1.707  5.516  1.505
H  4.004  6.300  1.037
H  5.599  4.795  -0.109
H  4.897  2.560  -0.825
N  -1.434  2.939  -0.320
C  -2.482  2.113  -0.479
N  -2.385  0.832  -0.694
C  -3.600  0.261  -1.035
C  -4.647  1.121  -1.024
S  -4.125  2.717  -0.611
C  -3.657  -1.167  -1.357
C  -4.775  -1.810  -1.776
S  -4.444  -3.482  -2.068
C  -2.710  -3.198  -1.585
N  -2.518  -1.932  -1.248
N  -1.800  -4.136  -1.564
H  -0.526  2.476  -0.363
H  -1.541  3.782  0.214
H  -5.684  0.928  -1.241
H  -5.760  -1.404  -1.936
H  -2.132  -5.038  -1.871
H  -0.139  -3.292  -1.794
C  -1.688  -3.494  1.928
O  -0.623  -3.284  1.023
H  -1.731  -4.542  2.250
H  -2.656  -3.227  1.491
H  -1.510  -2.867  2.802
H  -0.864  -3.695  0.166
C  1.768  -3.116  -2.384
O  0.635  -2.684  -1.667
H  2.583  -2.429  -2.165
H  1.592  -3.112  -3.466
H  2.074  -4.125  -2.082

no.,Kohn-Sham gap (eV),E_LUMO (eV)
1,8.36,0.10
2,6.46,2.29